This record from OMol25 describes C32H31BrF6N6OZr as an isolated structure. The level of theory is the ωB97M-V functional and the def2-TZVPD basis.

Structure (XYZ):
```
78
Properties=species:S:1:pos:R:3:forces:R:3
Zr 0.3087 0.3378 -0.3888 0.7 -0.7 -0.4
C 0.2019 4.8304 -0.1262 0.1 0.0 0.0
C 0.0846 3.3621 0.0786 -0.3 0.0 0.1
N 0.8432 2.4995 -0.5169 0.0 -0.1 -0.1
C 2.0040 2.8693 -1.3373 -0.1 0.0 0.1
C 2.7682 1.5894 -1.6861 0.0 -0.1 0.1
N 2.6975 0.6696 -0.5118 -0.2 -0.1 -0.2
C 3.4657 -0.6024 -0.6625 0.0 0.2 0.1
C 2.5693 -1.6979 -1.2013 -0.3 -0.1 0.0
N 1.3655 -1.7198 -0.3379 0.0 0.0 0.1
C 0.3500 -2.7538 -0.6444 0.1 0.1 0.0
C -0.7630 -2.5968 0.3807 -0.1 0.1 0.1
N -1.1105 -1.1656 0.5005 0.1 0.0 0.1
C -1.9583 -0.7608 1.3794 0.0 0.0 0.0
C -2.5648 -1.7115 2.3566 0.0 0.0 0.0
C -2.2807 0.7343 1.3622 0.1 -0.1 0.0
C -2.5434 1.3474 2.7213 -0.1 -0.1 0.0
C -2.2643 2.6323 2.9445 0.1 0.2 -0.2
C -1.5312 3.4115 1.9586 -0.1 0.0 0.2
C -0.9460 2.7579 0.9351 0.0 -0.4 -0.1
N -1.1148 1.3790 0.7367 0.0 0.3 0.0
H 1.2394 5.1628 -0.0913 0.0 0.0 0.0
H -0.3824 5.4042 0.5844 0.0 0.0 0.0
H -0.1776 5.0570 -1.1276 0.0 0.0 0.0
H 2.6445 3.5534 -0.7754 0.0 0.0 0.0
H 1.6899 3.3812 -2.2494 0.0 0.0 0.0
H 3.8034 1.8189 -1.9451 0.0 0.0 0.0
H 2.3250 1.0732 -2.5380 0.0 0.0 0.0
H 3.0825 1.1703 0.2848 0.0 0.0 0.1
H 3.8087 -0.8742 0.3372 0.0 0.0 0.0
H 4.3434 -0.4508 -1.2921 0.0 0.0 0.0
H 3.0706 -2.6683 -1.1816 0.1 0.1 0.0
H 2.2537 -1.5084 -2.2274 0.0 0.0 0.0
H 1.6905 -1.9021 0.6138 0.0 0.0 0.0
H 0.7881 -3.7527 -0.5947 -0.1 0.0 0.0
H -0.0117 -2.5850 -1.6581 0.0 0.0 0.0
H -0.4339 -2.9624 1.3583 0.0 -0.1 0.0
H -1.6403 -3.1744 0.0852 0.0 0.0 0.0
H -3.0571 -2.5414 1.8476 0.0 0.0 0.0
H -3.2683 -1.2445 3.0356 0.0 0.0 0.0
H -1.7484 -2.1375 2.9504 0.0 0.0 0.0
H -3.0804 0.7727 3.4647 0.0 0.0 0.0
H -2.5652 3.1047 3.8695 0.0 0.0 0.0
H -1.3914 4.4712 2.1062 0.0 0.0 0.0
Br 2.5623 -3.0657 2.5518 0.0 0.0 -0.1
C 1.6496 -1.6568 3.4445 0.0 0.0 0.2
C 1.4298 -1.8191 4.8053 0.0 0.0 -0.1
C 0.8143 -0.7814 5.4812 0.0 0.1 0.0
C 0.4467 0.3551 4.7732 0.0 -0.1 0.0
C 0.7009 0.3986 3.4178 0.0 0.0 0.0
N 1.2935 -0.5979 2.7362 -0.1 0.1 -0.1
H 1.7490 -2.7197 5.3084 0.0 0.0 0.0
H 0.6367 -0.8530 6.5461 0.0 0.0 0.0
H -0.0232 1.1993 5.2572 0.0 0.0 0.0
H 0.4165 1.2747 2.8489 0.0 0.0 -0.1
F -7.0862 1.4168 -1.5343 0.0 0.0 0.0
C -5.9510 1.2431 -0.8563 -0.1 0.0 -0.1
C -4.8990 2.1073 -1.0814 0.1 0.0 0.1
C -3.7198 1.9150 -0.3788 0.0 0.0 0.0
C -3.5867 0.8768 0.5378 0.0 0.0 0.0
C -4.6821 0.0387 0.7519 0.0 0.0 0.0
C -5.8667 0.2078 0.0529 0.1 0.0 0.0
H -5.0079 2.9153 -1.7916 0.0 0.0 0.0
H -2.9036 2.5942 -0.5582 0.0 0.0 0.0
H -4.6510 -0.7601 1.4777 0.0 0.0 0.0
H -6.7148 -0.4442 0.2072 0.0 0.0 0.0
F -1.9280 1.7956 -6.9226 0.0 0.0 0.0
C -1.4122 1.3080 -5.8103 0.0 0.0 0.1
C -0.5198 0.2484 -5.8663 0.0 0.0 0.1
F -0.1918 -0.2723 -7.0340 0.0 0.0 -0.1
C 0.0343 -0.2690 -4.7011 -0.2 0.0 -0.3
F 0.8923 -1.2833 -4.7784 0.1 -0.1 0.1
C -0.3112 0.2663 -3.4757 0.2 -0.1 0.7
O 0.2069 -0.1826 -2.2999 -0.3 0.5 -0.2
C -1.1942 1.3299 -3.4404 -0.1 0.1 -0.2
F -1.4782 1.8479 -2.2261 0.0 0.0 -0.1
C -1.7565 1.8590 -4.5821 0.0 -0.1 0.0
F -2.6003 2.8774 -4.5053 0.0 0.0 0.0
```
Forces are in eV/Å.

Properties
Total charge = +2
Energy relative to the best compared isomer or geometry (same formula, charge and spin) = 0.0000 eV
LUMO = -6.2 eV
HOMO energy = -13.51 eV
Kohn-Sham gap = 7.36 eV